<P>
Entry from the OMol25 dataset: 2 unconnected molecules or ions with the total composition C5H12NOS (wB97M-V/def2-TZVPD).

Geometry as XYZ:
```
20
C5H12NOS, DFT wB97M-V/def2-TZVPD
C -0.48012 1.90741 -0.30037
C 1.72569 0.33005 -0.28620
C 1.36527 -1.21189 -0.29862
C -0.07721 -1.15429 -0.82928
C -1.13708 -0.74273 0.13201
N -0.97340 -0.78047 1.45298
O -0.35403 3.08497 0.14680
S -2.68936 -0.49139 -0.43893
H -0.46046 1.93353 -1.38709
H 1.39654 0.77929 -1.15073
H 2.77861 0.41569 -0.23165
H 1.39594 0.84032 0.58023
H 2.14513 -1.65785 -0.96822
H 1.28023 -1.68341 0.75796
H -0.02115 -0.41453 -1.51749
H -0.18846 -2.11789 -1.35578
H -0.25695 -1.26162 1.97632
H -0.51902 3.02443 1.10088
H -1.53512 -0.06921 1.89674
H -3.39504 -0.73042 0.72042
```

The orbital gap comes out at 7.9 eV. As for the lowest unoccupied orbital energy: -0.1676 hartree. The net charge is +1.

Atom-resolved charges from natural (NBO), all expressed in e: 0.052 -0.606 -0.376 -0.534 0.282 -0.732 -0.582 0.256 0.095 0.194 0.230 0.214 0.256 0.189 0.251 0.284 0.438 0.502 0.421 0.165


<Q>
Entry from the OMol25 dataset: 2 unconnected molecules or ions with the total composition C5H12NOS (wB97M-V/def2-TZVPD).

Geometry as XYZ:
```
20
C5H12NOS, DFT wB97M-V/def2-TZVPD
C 0.69736 0.11136 -0.09085
C -1.00721 -0.84681 1.57112
C 0.36091 -1.97341 -1.10657
C 2.18470 -0.50753 -1.86305
C -1.63135 1.88412 2.56916
N 1.09366 -0.71257 -0.94892
O -2.85601 0.74114 0.78210
S -2.29974 0.15544 2.22502
H 0.93370 1.15500 0.06700
H -0.18290 -0.83775 2.22444
H -0.39275 -2.18038 -0.20506
H -0.26291 -1.83006 -1.97276
H 1.01939 -2.84957 -1.26687
H 2.51807 0.60102 -2.04285
H 3.06345 -1.03020 -1.44059
H 1.87709 -0.94214 -2.88954
H -1.23203 1.83213 3.56191
H -2.38444 2.61913 2.54217
H -0.80341 2.12305 1.92194
H -2.17244 0.57456 0.13885
```

The orbital gap (alpha / beta) comes out at 7.9 / 7.6 eV. As for the lowest unoccupied orbital energy (alpha / beta): -0.1753 / -0.1848 hartree. The net charge is +1.

Atom-resolved charges from natural (NBO), all expressed in e: 0.155 -0.532 -0.447 -0.450 -0.727 -0.338 -0.817 1.098 0.195 0.158 0.284 0.226 0.236 0.250 0.243 0.243 0.231 0.257 0.232 0.501


Most stable one: <P>, least stable one: <Q>.